[1]
Formula: C38H72F9N11O7P4
Source: OMol25
Level of theory: ωB97M-V with the def2-TZVPD basis set

As for the maximum force: 6.2 eV/Å. Its total charge is 0. The value obtained for the lowest unoccupied orbital energy is -1.648 eV. Its SMILES is NC1=C(CCCNCc2ccccc2O)C(=O)C(C(F)(F)C(F)(F)C(F)(F)C(F)(F)F)=C([PH2]=O)C1=O.CN(C)P(=O)(N(C)C)N(C)C.CN(C)P(=O)(N(C)C)N(C)C.CN(C)P(=O)(N(C)C)N(C)C. As for the energy above the lowest of the compared OMol25 structures with the same formula, charge and spin: 0.0 kJ/mol. The electronic energy comes out at -4884.2696 Eh. The value obtained for the orbital gap is 6.703 eV.

Geometry as XYZ:
```
141
C38H72F9N11O7P4 (ωB97M-V with the def2-TZVPD basis set)
N 1.774 -1.687 0.504
C 2.072 -0.384 0.909
C 1.317 0.344 1.745
C 0.025 -0.243 2.283
C -0.672 0.523 3.405
C -1.695 1.567 2.957
N -2.789 0.972 2.169
C -4.125 1.125 2.774
C -4.920 2.320 2.280
C -5.911 2.203 1.318
C -6.639 3.298 0.880
C -6.387 4.552 1.411
C -5.413 4.697 2.390
C -4.689 3.596 2.814
O -3.734 3.745 3.818
C 1.857 1.694 2.075
O 1.870 2.118 3.203
C 2.464 2.460 0.916
C 2.257 3.951 0.678
F 1.597 4.017 -0.510
F 3.408 4.618 0.464
C 1.349 4.741 1.656
F 0.986 5.853 0.991
F 0.208 4.069 1.860
C 1.920 5.212 3.053
F 1.650 6.525 3.186
F 1.259 4.622 4.054
C 3.448 5.075 3.332
F 3.630 5.317 4.633
F 4.105 6.031 2.683
F 3.953 3.881 3.076
C 3.178 1.722 0.071
P 4.015 2.269 -1.471
O 3.097 2.569 -2.586
C 3.301 0.254 0.369
O 4.334 -0.342 0.199
H 2.593 -2.076 0.046
H 1.653 -2.239 1.350
H 0.226 -1.250 2.650
H -0.647 -0.359 1.431
H 0.009 0.950 4.133
H -1.269 -0.214 3.945
H -1.220 2.360 2.386
H -2.112 1.940 3.885
H -2.841 1.407 1.258
H -4.715 0.252 2.483
H -4.095 1.122 3.860
H -6.161 1.243 0.885
H -7.409 3.228 0.128
H -6.930 5.428 1.090
H -5.203 5.653 2.850
H -2.944 4.096 3.395
H 4.871 3.324 -1.112
H 4.841 1.184 -1.813
C -5.033 0.874 -5.721
N -5.817 1.047 -4.515
C -6.597 -0.119 -4.116
P -6.333 2.538 -3.831
O -6.169 2.258 -2.368
N -5.135 3.752 -4.010
C -4.192 3.832 -5.110
C -4.506 4.251 -2.791
N -7.157 3.121 -5.248
C -7.745 4.473 -5.034
C -8.271 2.274 -5.726
H -5.486 1.317 -6.618
H -4.890 -0.186 -5.933
H -4.030 1.285 -5.608
H -7.604 -0.137 -4.558
H -6.719 -0.141 -3.032
H -6.097 -1.044 -4.396
H -3.323 3.183 -4.950
H -3.819 4.856 -5.209
H -4.653 3.588 -6.065
H -3.757 3.552 -2.400
H -5.240 4.434 -2.012
H -4.011 5.204 -2.993
H -8.504 4.467 -4.246
H -8.202 4.826 -5.958
H -6.979 5.191 -4.762
H -8.997 2.052 -4.940
H -7.907 1.335 -6.139
H -8.792 2.778 -6.538
C 9.972 -1.994 3.431
N 8.815 -2.817 3.144
C 8.789 -3.384 1.799
P 7.302 -2.774 3.962
O 6.956 -4.230 3.996
N 7.499 -2.494 5.644
C 8.572 -1.719 6.235
C 7.123 -3.576 6.546
N 6.998 -1.082 3.704
C 5.710 -0.653 4.319
C 6.917 -0.662 2.289
H 9.780 -0.913 3.368
H 10.777 -2.211 2.730
H 10.380 -2.209 4.418
H 8.291 -2.734 1.066
H 8.258 -4.338 1.801
H 9.797 -3.585 1.436
H 9.484 -2.315 6.362
H 8.275 -1.365 7.228
H 8.802 -0.827 5.656
H 7.882 -4.367 6.577
H 6.177 -4.022 6.257
H 6.995 -3.187 7.560
H 4.854 -1.171 3.875
H 5.577 0.421 4.185
H 5.705 -0.844 5.387
H 6.208 -1.265 1.718
H 7.888 -0.710 1.798
H 6.603 0.379 2.225
C -0.338 -6.963 -3.492
N -0.482 -6.285 -2.220
C -0.720 -7.168 -1.082
P -0.910 -4.634 -1.986
O -0.029 -4.278 -0.828
N -0.218 -3.623 -3.189
C 0.060 -4.025 -4.553
C 0.786 -2.670 -2.739
N -2.397 -4.702 -2.881
C -3.086 -3.383 -2.922
C -3.402 -5.658 -2.367
H -1.240 -6.936 -4.120
H -0.095 -8.014 -3.338
H 0.490 -6.556 -4.071
H -1.787 -7.361 -0.902
H -0.311 -6.729 -0.170
H -0.226 -8.129 -1.218
H 1.016 -4.557 -4.635
H 0.123 -3.142 -5.198
H -0.733 -4.643 -4.970
H 1.750 -3.163 -2.556
H 0.477 -2.172 -1.825
H 0.943 -1.888 -3.487
H -3.374 -3.039 -1.925
H -3.980 -3.460 -3.539
H -2.451 -2.624 -3.371
H -3.615 -5.512 -1.305
H -3.085 -6.688 -2.520
H -4.334 -5.543 -2.919
```

Löwdin population analysis, charges in e, atoms 1 to 6: 0.160 -0.209 -0.067 -0.111 -0.176 -0.224


[2]
Formula: C29H59KO22
Source: OMol25
Level of theory: ωB97M-V with the def2-TZVPD basis set

As for the maximum force: 3.2 eV/Å. Its total charge is 0. The value obtained for the lowest unoccupied orbital energy is -0.369 eV. The electronic energy comes out at -3395.5666 Eh. The value obtained for the orbital gap is 6.176 eV.

Geometry as XYZ:
```
111
C29H59KO22 (ωB97M-V with the def2-TZVPD basis set)
K -4.027 -1.459 -1.518
C -0.802 0.353 -0.039
O -2.084 0.364 -0.537
H -0.042 0.116 -0.810
H -0.493 1.310 0.427
H -0.653 -0.385 0.778
C 2.504 -1.863 1.623
C 2.708 -3.268 1.112
O 3.050 -4.128 2.215
C 2.049 -4.567 2.953
O 0.888 -4.335 2.764
O 2.544 -5.316 3.923
C 1.585 -6.002 4.719
H 3.309 -1.633 2.326
H 1.527 -1.748 2.087
H 2.634 -1.118 0.836
H 3.470 -3.376 0.346
H 1.752 -3.642 0.735
H 1.244 -6.912 4.232
H 0.791 -5.304 4.979
H 2.028 -6.297 5.670
C 3.922 2.090 -5.748
C 3.506 0.738 -6.298
O 3.652 -0.305 -5.347
C 2.791 -0.338 -4.337
O 1.944 0.459 -4.086
O 3.031 -1.462 -3.669
C 2.095 -1.802 -2.665
H 3.942 2.829 -6.549
H 4.832 2.085 -5.153
H 3.137 2.427 -5.066
H 4.091 0.483 -7.183
H 2.475 0.739 -6.665
H 1.702 -0.897 -2.201
H 2.621 -2.388 -1.915
H 1.248 -2.407 -2.991
C 1.510 1.226 3.460
C 1.139 2.629 3.051
O 2.331 3.418 3.003
C 2.277 4.617 2.426
O 1.285 5.103 1.944
O 3.489 5.122 2.427
C 3.678 6.457 1.918
H 1.869 1.254 4.496
H 2.352 0.812 2.908
H 0.644 0.570 3.402
H 0.360 3.103 3.645
H 0.790 2.558 2.015
H 3.031 7.121 2.487
H 3.345 6.447 0.879
H 4.743 6.641 1.974
C -0.610 -0.385 -8.851
C -0.049 -1.640 -8.204
O 0.165 -1.536 -6.804
C -0.876 -1.379 -6.007
O -2.031 -1.316 -6.353
O -0.443 -1.297 -4.759
C -1.361 -1.096 -3.701
H -0.567 -0.450 -9.939
H -0.029 0.503 -8.585
H -1.626 -0.128 -8.563
H 0.923 -1.894 -8.625
H -0.679 -2.506 -8.425
H -1.723 -0.067 -3.678
H -0.803 -1.316 -2.798
H -2.253 -1.721 -3.817
C -4.540 -7.778 0.744
C -4.147 -6.415 0.166
O -3.516 -5.596 1.148
C -2.980 -4.444 0.767
O -3.232 -3.892 -0.286
O -2.236 -4.009 1.760
C -1.638 -2.715 1.649
H -3.661 -8.364 0.998
H -5.179 -8.188 -0.036
H -5.122 -7.646 1.656
H -5.056 -5.907 -0.161
H -3.450 -6.582 -0.656
H -1.418 -2.439 0.618
H -0.734 -2.720 2.242
H -2.307 -1.937 2.020
C 2.009 -1.523 5.525
C 0.578 -1.458 4.979
O 0.249 -0.093 4.832
C -0.940 0.232 4.386
O -1.883 -0.513 4.228
O -1.011 1.542 4.188
C -2.053 2.039 3.323
H 2.685 -0.969 4.876
H 2.355 -2.537 5.712
H 2.058 -1.050 6.511
H -0.122 -1.940 5.663
H 0.580 -1.987 4.025
H -1.682 3.027 3.062
H -2.974 2.147 3.892
H -2.183 1.394 2.456
C -3.634 8.873 1.154
C -2.787 7.648 0.886
O -3.639 6.521 0.696
C -3.160 5.303 0.470
O -3.845 4.333 0.366
O -1.818 5.348 0.315
C -1.081 4.145 0.220
H -4.424 8.609 1.858
H -4.057 9.275 0.235
H -3.048 9.670 1.611
H -2.086 7.460 1.702
H -2.194 7.775 -0.023
H -0.224 4.413 -0.403
H -1.522 3.363 -0.410
H -0.787 3.692 1.163
```

Löwdin population analysis, charges in e, atoms 1 to 6: 0.860 -0.395 -0.478 0.043 0.033 0.029